[1]
Below is a structure of composition C29H30FMnN7O in a non-equilibrium geometry, with properties calculated with ωB97M-V/def2-TZVPD.

Each line ends with the Löwdin spin population.
Positions of all 69 atoms, in Å:
Mn (0.071, 0.585, -0.088)  1.96
C (3.074, 1.954, 2.646)  -0.01
C (2.320, 1.784, 1.482)  0.02
N (1.398, 0.843, 1.365)  -0.01
C (1.156, 0.013, 2.414)  0.04
C (1.849, 0.142, 3.644)  0.00
C (2.843, 1.139, 3.727)  0.02
C (1.495, -0.706, 4.714)  0.13
C (0.471, -1.604, 4.554)  0.00
C (-0.217, -1.742, 3.344)  0.11
C (0.129, -0.976, 2.232)  0.00
N (-0.380, -0.971, 0.955)  0.29
C (-1.371, -1.780, 0.440)  0.01
C (-1.925, -2.968, 0.918)  0.12
C (-2.931, -3.628, 0.207)  0.00
C (-3.403, -3.161, -0.994)  0.14
C (-2.842, -1.996, -1.556)  0.00
C (-3.229, -1.461, -2.802)  0.03
C (-2.578, -0.354, -3.292)  -0.01
C (-1.567, 0.240, -2.532)  0.02
N (-1.216, -0.211, -1.336)  -0.01
C (-1.824, -1.320, -0.840)  0.04
H (3.824, 2.725, 2.684)  0.00
H (2.467, 2.431, 0.625)  0.00
H (3.408, 1.262, 4.638)  0.00
H (2.021, -0.619, 5.653)  0.01
H (0.183, -2.230, 5.384)  0.00
H (-1.033, -2.443, 3.312)  0.01
H (-1.575, -3.428, 1.825)  0.01
H (-3.338, -4.538, 0.618)  0.00
H (-4.171, -3.688, -1.538)  0.01
H (-4.028, -1.928, -3.356)  0.00
H (-2.837, 0.078, -4.246)  0.00
H (-1.028, 1.104, -2.905)  0.00
C (-0.341, 4.243, 1.048)  0.00
N (-1.223, 3.655, 2.031)  0.00
C (-1.613, 4.560, 3.100)  0.00
C (-2.036, 3.775, 4.326)  0.00
C (-3.126, 2.808, 3.898)  0.00
N (-2.668, 2.004, 2.778)  0.00
C (-3.327, 0.730, 2.603)  0.00
C (-1.697, 2.400, 1.928)  0.00
O (-1.271, 1.577, 1.068)  0.01
H (0.656, 4.405, 1.467)  0.00
H (-0.746, 5.210, 0.745)  0.00
H (-0.281, 3.613, 0.169)  0.00
H (-2.429, 5.207, 2.761)  0.00
H (-0.753, 5.194, 3.325)  0.00
H (-2.406, 4.450, 5.096)  0.00
H (-1.186, 3.226, 4.734)  0.00
H (-4.032, 3.360, 3.623)  0.00
H (-3.377, 2.124, 4.712)  0.00
H (-2.949, -0.011, 3.313)  0.00
H (-3.175, 0.373, 1.586)  0.00
H (-4.396, 0.861, 2.768)  0.00
N (1.396, -2.441, -1.055)  0.00
C (2.011, -1.419, -1.691)  0.00
C (2.910, -1.705, -2.739)  0.00
C (3.585, -0.692, -3.368)  0.00
C (3.360, 0.614, -2.931)  0.00
C (2.444, 0.827, -1.933)  0.00
N (1.737, -0.150, -1.323)  -0.02
H (1.724, -3.373, -1.246)  0.00
H (0.999, -2.273, -0.143)  0.00
H (3.062, -2.735, -3.013)  0.00
H (4.282, -0.895, -4.165)  0.00
H (3.869, 1.458, -3.368)  0.00
H (2.258, 1.839, -1.610)  0.00
F (0.208, 2.028, -1.081)  0.09

Its spin multiplicity is 4. As for the HOMO-LUMO gap (alpha / beta): 0.2767 / 0.1927 Eh. As for the total charge: +2. The calculation puts the energy relative to the best compared isomer or geometry (same formula, charge and spin) at 15.6 kcal/mol. The value obtained for the HOMO energy (alpha / beta) is -13.650 / -13.673 eV. As for the energy: -77066.17963 eV.

[2]
Below is a structure of composition C29H30FN6O2SSeV in a non-equilibrium geometry, with properties calculated with ωB97M-V/def2-TZVPD.

Each line ends with the Löwdin spin population.
Positions of all 71 atoms, in Å:
V (0.077, -0.479, 0.510)  2.71
C (-2.766, 2.636, -0.216)  0.00
C (-1.764, 3.168, -1.237)  0.00
C (-0.425, 3.610, -0.637)  0.00
C (-1.491, 2.287, -2.442)  0.00
C (-1.576, 2.941, -3.670)  0.00
C (-1.286, 2.311, -4.863)  0.00
C (-0.867, 0.998, -4.817)  0.00
C (-0.769, 0.300, -3.615)  0.00
C (-0.201, -1.105, -3.738)  0.00
C (-1.067, -2.218, -3.150)  0.00
C (1.242, -1.117, -3.235)  0.01
C (-1.113, 0.927, -2.398)  0.00
N (-1.223, 0.162, -1.193)  0.02
C (-2.491, -0.286, -1.015)  0.01
C (-3.613, -0.008, -1.834)  0.00
C (-4.874, -0.511, -1.563)  0.00
C (-5.119, -1.332, -0.470)  0.00
C (-4.044, -1.650, 0.354)  0.00
C (-2.813, -1.136, 0.057)  0.01
F (-1.759, -1.525, 0.888)  0.03
H (-3.003, 3.426, 0.499)  0.00
H (-2.383, 1.789, 0.344)  0.00
H (-3.690, 2.329, -0.709)  0.00
H (-2.220, 4.076, -1.650)  0.00
H (0.204, 2.751, -0.406)  0.00
H (-0.574, 4.173, 0.284)  0.00
H (0.108, 4.240, -1.352)  0.00
H (-1.884, 3.979, -3.677)  0.00
H (-1.374, 2.836, -5.805)  0.00
H (-0.604, 0.486, -5.735)  0.00
H (-0.150, -1.301, -4.815)  0.00
H (-1.077, -2.195, -2.062)  0.00
H (-0.698, -3.191, -3.484)  0.00
H (-2.100, -2.118, -3.484)  0.00
H (1.290, -0.813, -2.188)  0.01
H (1.842, -0.416, -3.816)  0.00
H (1.691, -2.108, -3.331)  0.00
H (-3.473, 0.628, -2.698)  0.00
H (-5.687, -0.248, -2.227)  0.00
H (-6.106, -1.715, -0.260)  0.00
H (-4.146, -2.288, 1.220)  0.00
N (5.368, 2.093, 6.067)  0.00
C (4.459, 1.271, 5.396)  0.00
C (3.434, 1.832, 4.634)  0.00
C (2.554, 1.025, 3.942)  0.00
C (2.695, -0.355, 4.002)  0.00
C (3.710, -0.926, 4.751)  0.00
C (4.591, -0.114, 5.446)  0.00
S (1.545, -1.386, 3.160)  0.01
O (0.223, -0.928, 3.496)  0.01
O (1.866, -2.758, 3.473)  0.00
N (1.802, -1.076, 1.568)  0.01
C (1.919, -2.227, 0.809)  0.02
N (2.925, -3.085, 0.943)  0.00
C (2.825, -4.216, 0.263)  0.02
C (1.749, -4.510, -0.564)  0.00
C (0.818, -3.507, -0.736)  0.02
N (0.914, -2.348, -0.092)  0.01
H (5.020, 3.018, 6.268)  0.00
H (5.797, 1.669, 6.876)  0.00
H (3.313, 2.907, 4.600)  0.00
H (1.745, 1.468, 3.379)  0.00
H (3.796, -2.002, 4.784)  0.00
H (5.388, -0.554, 6.032)  0.00
H (3.643, -4.919, 0.384)  0.00
H (1.661, -5.453, -1.082)  0.00
H (-0.015, -3.615, -1.421)  0.00
Se (-0.904, 3.294, 3.442)  0.04
C (-0.543, 1.972, 2.299)  0.06
N (-0.317, 1.136, 1.520)  0.00

Its spin multiplicity is 4. As for the HOMO-LUMO gap (alpha / beta): 0.2452 / 0.2615 Eh. As for the total charge: -1. The calculation puts the energy relative to the best compared isomer or geometry (same formula, charge and spin) at 27.2 kcal/mol. The value obtained for the HOMO energy (alpha / beta) is -4.055 / -4.539 eV. As for the energy: -148185.71539 eV.

[3]
Below is a structure of composition C29H30HfN3O4S2 in a non-equilibrium geometry, with properties calculated with ωB97M-V/def2-TZVPD.

Each line ends with the natural charge from an NBO analysis.
Positions of all 69 atoms, in Å:
Hf (-0.010, -0.777, 0.662)  2.21
C (2.303, -1.838, 1.876)  -0.34
C (3.296, -0.857, 1.861)  -0.18
C (3.417, 0.024, 2.925)  -0.14
C (2.554, -0.068, 4.009)  -0.18
C (1.558, -1.032, 4.030)  -0.18
C (1.432, -1.925, 2.972)  -0.24
H (2.326, -2.636, 1.139)  0.26
H (4.001, -0.811, 1.041)  0.24
H (4.202, 0.769, 2.914)  0.22
H (2.659, 0.612, 4.845)  0.23
H (0.899, -1.106, 4.885)  0.24
H (0.741, -2.755, 3.051)  0.26
C (0.906, -2.804, -5.566)  -0.64
C (0.291, -2.743, -4.198)  0.04
C (-1.069, -3.010, -4.022)  -0.20
C (-1.634, -3.048, -2.760)  -0.15
C (-0.837, -2.789, -1.653)  -0.39
C (0.513, -2.494, -1.813)  -0.10
C (1.075, -2.479, -3.077)  -0.25
S (-1.490, -2.888, 0.005)  2.29
O (-2.350, -4.013, 0.102)  -0.86
O (-0.243, -2.883, 0.846)  -1.02
N (-2.068, -1.481, 0.469)  -1.02
C (-2.923, -0.780, -0.481)  -0.36
C (-2.046, 0.127, -1.346)  0.80
O (-2.468, 0.721, -2.306)  -0.59
O (-0.796, 0.187, -0.930)  -0.89
H (1.153, -3.842, -5.802)  0.24
H (1.825, -2.224, -5.628)  0.22
H (0.213, -2.456, -6.331)  0.23
H (-1.687, -3.212, -4.887)  0.23
H (-2.678, -3.304, -2.626)  0.24
H (1.154, -2.363, -0.945)  0.21
H (2.133, -2.272, -3.186)  0.24
H (-3.643, -0.154, 0.044)  0.26
H (-3.485, -1.456, -1.127)  0.24
C (-2.830, 1.252, 5.253)  -0.21
C (-2.773, 0.074, 4.484)  -0.19
C (-1.875, -0.041, 3.461)  -0.22
C (-0.970, 1.008, 3.144)  0.05
C (-0.006, 0.881, 2.079)  -0.64
C (0.903, 1.919, 1.947)  -0.20
C (0.877, 3.073, 2.757)  -0.23
C (-0.068, 3.205, 3.732)  -0.15
C (-1.006, 2.173, 3.958)  -0.10
C (-1.963, 2.273, 4.996)  -0.16
H (-3.555, 1.335, 6.052)  0.23
H (-3.446, -0.743, 4.713)  0.22
H (-1.850, -0.953, 2.879)  0.21
H (1.714, 1.839, 1.233)  0.21
H (1.614, 3.851, 2.598)  0.22
H (-0.101, 4.085, 4.364)  0.22
H (-1.989, 3.181, 5.586)  0.22
S (2.060, 0.256, -0.853)  -0.29
C (1.282, 1.400, -1.904)  0.43
N (1.095, 2.645, -1.506)  -0.56
C (0.589, 3.690, -2.391)  -0.22
C (-0.399, 3.087, -3.376)  -0.43
C (0.221, 1.889, -4.082)  -0.22
N (0.977, 1.057, -3.142)  -0.56
H (1.276, 2.856, -0.539)  0.43
H (1.431, 4.147, -2.918)  0.21
H (0.112, 4.452, -1.778)  0.23
H (-0.682, 3.835, -4.114)  0.24
H (-1.294, 2.761, -2.851)  0.25
H (0.882, 2.206, -4.891)  0.21
H (-0.576, 1.276, -4.501)  0.23
H (1.124, 0.090, -3.382)  0.43

As for the HOMO-LUMO gap: 0.2781 Eh. As for the total charge: +1. The calculation puts the energy relative to the best compared isomer or geometry (same formula, charge and spin) at 13.4 kcal/mol. The value obtained for the HOMO energy is -10.672 eV. As for the energy: -66195.35604 eV.